[1]
Here is 16 unconnected molecules or ions with the total composition CH33O16 from the Open Molecules 2025 dataset. Energies are from the ωB97M-V functional and the def2-TZVPD basis.

```
50
Properties=species:S:1:pos:R:3:forces:R:3:mulliken_charge:R:1
C -0.04571 -12.38558 -5.09473 1.36 1.05 1.27 0.332
O 1.19814 -12.90420 -4.77637 0.49 -0.08 0.31 0.133
H -0.75498 -13.14867 -5.03187 -1.72 -1.37 -0.31 -0.216
H -0.06047 -11.93406 -6.09654 -0.48 0.55 0.41 0.397
H -0.33576 -11.69403 -4.25023 -0.26 -0.05 -1.25 -0.877
O 1.12410 -9.88621 -8.35180 -0.21 1.04 0.64 -0.690
H 1.09100 -9.39455 -7.51096 0.10 -0.17 -0.57 0.308
H 1.17798 -10.79948 -8.07033 0.18 -0.61 -0.20 0.410
O -1.16139 -15.65878 -7.03800 -0.67 -1.27 0.31 -0.646
H -0.86383 -15.87114 -6.14459 -0.19 0.33 -0.25 0.232
H -0.73819 -14.88216 -7.37631 0.34 0.63 -0.28 0.406
O 0.56577 -14.92505 -3.03099 -0.17 -0.45 0.33 -0.746
H 0.24620 -14.71813 -2.14861 0.16 0.20 0.04 0.296
H 0.65521 -14.08913 -3.52344 0.72 0.59 -0.30 0.195
O -2.37467 -12.01626 -7.05049 -0.23 1.25 -0.26 -0.678
H -2.05025 -12.55014 -6.33475 -0.24 -0.96 0.55 0.511
H -2.32958 -11.12539 -6.66853 -0.08 -0.21 -0.39 0.319
O 3.90252 -12.77120 -5.37081 0.57 -0.15 0.94 -0.709
H 3.87011 -12.50768 -6.28128 -0.28 0.17 -0.60 0.312
H 2.98708 -12.94050 -5.09663 -0.19 0.20 -0.34 0.190
O -3.34570 -13.81984 -4.69689 -0.55 -1.10 -0.99 -0.645
H -3.23575 -12.97242 -4.29881 0.14 1.03 0.80 0.334
H -2.65313 -14.44312 -4.47012 0.26 -0.20 0.13 0.389
O 1.45491 -12.58612 -7.83740 0.85 -0.93 -0.70 -0.858
H 1.03698 -12.79537 -6.99904 0.38 -0.39 0.45 0.274
H 1.78142 -13.44962 -8.18494 0.02 0.87 0.68 0.361
O -0.87337 -13.49617 -8.82841 -1.01 -1.33 -1.08 -0.764
H -1.38029 -12.81797 -8.38681 -0.10 0.58 0.39 0.358
H 0.03806 -13.41785 -8.60430 0.57 0.82 0.10 0.344
O 2.04181 -9.93365 -4.34926 -1.78 -0.14 -1.07 -0.664
H 1.54118 -10.71627 -4.70064 1.16 0.75 0.43 0.282
H 2.77459 -10.28588 -3.87083 0.73 -0.58 0.34 0.317
O -1.03585 -12.11994 -1.19062 -1.02 0.47 0.74 -0.681
H -0.20176 -12.16644 -1.63483 1.62 -0.06 -0.28 0.361
H -1.51547 -12.87156 -1.51641 -0.66 -0.45 -0.21 0.320
O -1.34034 -9.89984 -3.00348 0.31 -0.55 0.66 -0.787
H -1.22530 -10.41637 -2.17205 -0.35 0.36 -0.29 0.458
H -0.56201 -10.21280 -3.48965 -0.14 0.57 -0.10 0.342
O 1.70135 -15.18738 -6.13376 1.28 0.79 -1.63 -0.686
H 1.26375 -15.93315 -5.79434 -0.88 -1.28 0.77 0.313
H 1.53818 -14.41788 -5.57862 -0.25 0.49 0.74 0.313
O -3.73478 -11.32046 -3.66422 0.20 0.98 -0.16 -0.712
H -2.93501 -10.81128 -3.36265 -0.72 -0.14 -0.53 0.428
H -4.22927 -10.74827 -4.29143 0.67 -0.54 0.69 0.288
O -1.46558 -15.99537 -4.25266 -1.70 -1.26 -0.15 -0.701
H -1.80891 -16.64976 -3.60050 0.69 0.94 -0.72 0.227
H -0.72365 -15.51392 -3.88290 0.83 -0.07 1.00 0.486
O 1.45320 -12.05795 -2.22514 0.68 0.19 0.47 -0.731
H 2.38975 -12.26193 -2.07215 -0.48 0.00 0.22 0.306
H 1.39699 -12.13032 -3.19363 0.03 -0.52 -0.76 0.242
```
Forces are in eV/Å.

Properties
Charge: -1
ΔE to the lowest compared entry with this formula, charge and spin (kJ/mol): 0.0
Orbital gap (eV): 9.402
Electronic energy (eV): -34335.5066
2S+1: 1


[2]
Here is a molecular structure, C10H20Br10 from the Open Molecules 2025 dataset. Energies are from the ωB97M-V functional and the def2-TZVPD basis.

```
40
Properties=species:S:1:pos:R:3:forces:R:3:mulliken_charge:R:1
Br -2.86587 3.00839 3.86948 0.60 0.10 -0.16 -0.183
C -1.16614 2.56566 2.93943 -0.71 2.57 2.79 -0.738
C -0.11518 2.10195 3.98019 -0.91 0.01 -1.87 -0.521
Br 1.59639 2.03994 2.91596 -0.17 0.26 1.31 -0.188
H -0.77708 3.40114 2.35746 -0.36 0.41 0.36 0.488
H -1.41491 1.83489 2.16988 -2.69 4.53 5.70 0.119
H -0.37987 1.09139 4.29133 0.43 0.05 0.16 0.358
H -0.05806 2.80751 4.80906 0.40 -0.17 -0.23 0.458
Br 0.40625 1.08728 -1.65736 16.03 8.06 -5.02 0.072
C 1.60961 2.53017 -2.27179 1.09 1.12 0.38 -0.758
C 2.67201 2.90519 -1.17266 -1.33 -0.87 -0.95 -0.554
Br 3.76046 4.43039 -1.71266 -0.09 -0.47 -0.04 -0.159
H 0.99017 3.39669 -2.50318 -0.15 -0.16 0.15 0.428
H 2.02811 2.17360 -3.21296 0.28 0.01 0.29 0.445
H 3.24390 1.99243 -1.00560 0.54 0.45 0.12 0.382
H 2.18800 3.21753 -0.24732 -0.03 -0.11 -0.13 0.226
Br -0.90939 0.92719 1.20584 3.99 -6.68 -5.46 0.439
C 0.64434 -0.02260 0.50315 1.14 -2.19 1.79 -1.404
C 0.28565 -1.11254 -0.54355 1.08 -1.27 1.82 -0.206
Br -0.84789 -2.56519 0.28860 -1.46 2.34 -0.28 -0.260
H 1.15569 -0.33127 1.41493 -0.81 -1.23 0.27 0.581
H 1.39815 0.72136 0.24551 -0.50 -0.43 -0.02 0.505
H 1.09442 -1.68313 -1.00008 0.24 0.48 0.54 0.277
H -0.27343 -0.63255 -1.34678 0.66 -3.82 1.17 0.155
Br -1.54959 0.59305 -1.57365 -17.20 -0.34 -2.83 0.000
C -3.47155 0.66372 -1.56998 -2.16 -1.65 -0.12 -0.848
C -4.17718 -0.59426 -2.04976 -0.91 0.24 0.18 -0.563
Br -6.17490 -0.17352 -1.88405 0.87 -0.47 -0.10 -0.222
H -3.70188 1.44697 -2.29216 0.11 0.18 0.39 0.373
H -3.79524 0.90855 -0.55835 -0.04 0.15 -0.12 0.444
H -3.98748 -1.50705 -1.48500 -0.14 0.31 0.29 0.355
H -4.06582 -0.85085 -3.10325 0.16 0.40 0.08 0.377
Br 2.86892 -4.97645 2.32103 -0.32 -0.04 -1.26 -0.176
C 2.72408 -4.78494 0.35077 0.79 1.73 -0.81 -0.677
C 1.37779 -4.42270 -0.23495 -0.23 -2.02 0.74 -0.032
Br 1.61851 -3.76092 -2.02456 0.27 -0.36 -0.62 -0.144
H 3.26582 -5.54159 -0.21676 -0.39 -0.58 0.61 0.426
H 3.25441 -3.88308 0.04498 0.78 0.07 0.94 0.337
H 0.78006 -3.68144 0.29547 1.38 -0.72 0.00 -0.042
H 0.76872 -5.32092 -0.33666 -0.25 0.14 -0.07 0.430
```
Forces are in eV/Å.

Properties
ΔE to the lowest compared entry with this formula, charge and spin (kJ/mol): 1493.6
Orbital gap (eV): 7.655
Electronic energy (eV): -711104.8261
2S+1: 1